<i>
The following is a DFT calculation (ωB97M-V/def2-TZVPD) of a gas-phase ion, C2H3O2S2 (charge -1).

The geometry in ORCA input format:
```
! RIJCOSX wB97M-V def2-TZVPD def2/J DEFGRID3
* xyz -1 1
S 2.078 -1.642 0.059
S 1.274 0.076 0.273
O 1.466 1.282 -0.984
O 1.474 0.649 1.576
C -0.412 -0.381 0.181
C -1.418 0.281 -0.352
H -2.392 -0.102 -0.501
H -1.422 1.135 -0.944
H -0.646 -1.298 0.692
*
```

Computed properties:
SMILES = C=CS(=O)(=O)[S-]
LUMO level = 3.67 eV
gap between HOMO and LUMO = 8.01 eV


<ii>
The following is a DFT calculation (ωB97M-V/def2-TZVPD) of a gas-phase ion, C2H3O2S2 (charge -1).

The geometry in ORCA input format:
```
! RIJCOSX wB97M-V def2-TZVPD def2/J DEFGRID3
* xyz -1 1
S -1.071 1.643 0.250
S 1.702 0.197 0.245
O 2.276 -0.111 -1.075
O 1.603 -1.032 1.077
C -0.020 0.343 -0.490
C -1.181 -0.164 0.303
H -1.057 -0.573 1.315
H -2.146 -0.624 -0.105
H -0.107 0.320 -1.520
*
```

Computed properties:
LUMO level = 3.37 eV
gap between HOMO and LUMO = 6.88 eV


<iii>
The following is a DFT calculation (ωB97M-V/def2-TZVPD) of 2 unconnected molecules or ions with the total composition C2H3O2S2.

The geometry in ORCA input format:
```
! RIJCOSX wB97M-V def2-TZVPD def2/J DEFGRID3
* xyz -1 1
S -0.473 0.010 -0.949
S 2.531 -0.466 -0.923
O 2.605 -1.925 -1.166
O 2.777 0.115 0.430
C -1.184 0.003 0.710
C -1.931 0.880 -0.313
H -1.817 -0.830 0.875
H -2.065 2.029 -0.213
H -0.442 0.183 1.549
*
```

Computed properties:
LUMO level (spin up / spin down) = 2.96 / 3.79 eV
gap between HOMO and LUMO (spin up / spin down) = 4.61 / 7.24 eV


<iv>
The following is a DFT calculation (ωB97M-V/def2-TZVPD) of a gas-phase ion, C2H3O2S2 (charge -1).

The geometry in ORCA input format:
```
! RIJCOSX wB97M-V def2-TZVPD def2/J DEFGRID3
* xyz -1 1
S 0.974 1.546 -0.334
S -2.160 0.583 0.538
O 1.422 -1.090 0.352
O -0.949 -1.127 -1.134
C 0.478 -0.014 0.479
C -0.939 -0.312 -0.238
H -0.303 1.752 -0.908
H 0.312 0.350 1.571
H 1.163 -1.687 -0.325
*
```

Computed properties:
SMILES = [O-]C(=S)[C@@H](O)S
LUMO level = 3.49 eV
gap between HOMO and LUMO = 7.15 eV


Stability verdict: <iv>, ahead by 1.205 eV


<i>
The following is a DFT calculation (ωB97M-V/def2-TZVPD) of 2 unconnected molecules or ions with the total composition C3H8O2S2.

The geometry in ORCA input format:
```
! RIJCOSX wB97M-V def2-TZVPD def2/J DEFGRID3
* xyz 0 1
S 1.832 1.005 -0.103
S 0.605 2.769 -0.029
O -0.993 -3.980 -0.679
O -2.247 -1.190 -0.339
C -0.424 -0.350 0.972
C 0.574 -0.232 -0.180
C -1.551 -1.304 0.639
H 1.047 -1.214 -0.283
H -0.931 0.621 1.022
H -0.867 -4.362 -1.546
H -0.075 -0.615 1.968
H 0.048 -0.040 -1.111
H 0.596 2.782 1.323
H -1.854 -3.537 -0.764
H -1.812 -2.139 1.293
*
```

Computed properties:
SMILES = O=CCCSS.O
LUMO level = 0.23 eV
gap between HOMO and LUMO = 9.50 eV


<ii>
The following is a DFT calculation (ωB97M-V/def2-TZVPD) of a molecular structure, C3H8O2S2.

The geometry in ORCA input format:
```
! RIJCOSX wB97M-V def2-TZVPD def2/J DEFGRID3
* xyz 0 1
S 2.873 -0.108 0.105
S -3.524 0.799 -0.054
O -2.014 -1.550 -0.980
O 5.893 0.314 0.302
C -0.822 0.010 0.476
C -1.349 -1.331 0.069
C -1.735 1.138 -0.069
H -0.349 -0.664 -0.473
H -0.065 0.308 1.199
H 5.896 0.212 1.261
H -1.563 2.083 0.507
H 4.950 0.353 0.051
H -3.556 -0.397 -0.650
H -1.052 -2.219 0.629
H -1.418 1.420 -1.095
*
```

Computed properties:
LUMO level = -4.72 eV
gap between HOMO and LUMO = 4.39 eV


Stability verdict: <i>, ahead by 6.518 eV


<i>
The following is a DFT calculation (ωB97M-V/def2-TZVPD) of 2 unconnected molecules or ions with the total composition C2H4ClOP.

The geometry in ORCA input format:
```
! RIJCOSX wB97M-V def2-TZVPD def2/J DEFGRID3
* xyz 0 1
Cl -3.865 0.609 0.885
P -4.597 0.371 -0.904
O -0.968 -0.668 -0.102
C -0.353 -0.272 0.897
C -0.705 -1.815 -0.997
H 0.689 -0.590 1.092
H 0.362 -1.957 -1.268
H -1.169 -2.686 -0.531
H -1.460 -1.674 -1.923
*
```

Computed properties:
LUMO level (spin up / spin down) = -1.06 / -1.06 eV
gap between HOMO and LUMO (spin up / spin down) = 6.75 / 6.69 eV


<ii>
The following is a DFT calculation (ωB97M-V/def2-TZVPD) of 2 unconnected molecules or ions with the total composition C2H4ClOP.

The geometry in ORCA input format:
```
! RIJCOSX wB97M-V def2-TZVPD def2/J DEFGRID3
* xyz 0 1
Cl 1.318 2.156 -3.184
P -0.652 1.651 -3.028
O -0.752 0.252 -3.403
C -0.059 -0.042 0.256
C -0.386 -0.256 1.508
H 0.903 -0.164 -0.079
H 0.378 -0.690 2.182
H -1.368 -0.109 1.803
H -0.864 0.286 -0.494
*
```

Computed properties:
SMILES = O=PCl.C=C
LUMO level = -1.06 eV
gap between HOMO and LUMO = 9.35 eV


Stability verdict: <ii>, ahead by 5.685 eV


<i>
The following is a DFT calculation (ωB97M-V/def2-TZVPD) of C2H4ClOP in the gas phase.

The geometry in ORCA input format:
```
! RIJCOSX wB97M-V def2-TZVPD def2/J DEFGRID3
* xyz 0 1
Cl 2.539 0.780 0.473
P 1.294 -0.523 -0.725
O 0.525 -1.269 0.545
C -0.366 0.341 -0.763
C -0.552 -0.316 0.590
H -1.585 -0.723 0.865
H -0.398 0.350 1.565
H -1.134 -0.069 -1.468
H -0.322 1.429 -1.082
*
```

Computed properties:
LUMO level = 0.67 eV
gap between HOMO and LUMO = 10.17 eV


<ii>
The following is a DFT calculation (ωB97M-V/def2-TZVPD) of C2H4ClOP in the gas phase.

The geometry in ORCA input format:
```
! RIJCOSX wB97M-V def2-TZVPD def2/J DEFGRID3
* xyz 0 1
Cl -2.593 0.472 0.507
P 0.273 1.025 -0.303
O 2.191 -0.537 -1.389
C -0.912 0.010 0.760
C 1.018 -0.437 -1.105
H -0.656 0.530 1.664
H 0.279 -1.158 -1.391
H -0.708 -1.137 0.555
H 1.108 1.233 0.703
*
```

Computed properties:
SMILES = O=CPCCl
LUMO level = 0.31 eV
gap between HOMO and LUMO = 10.00 eV


Stability verdict: <i>, ahead by 1.473 eV


<i>
The following is a DFT calculation (ωB97M-V/def2-TZVPD) of a gas-phase ion, C2H8N5 (charge +1).

The geometry in ORCA input format:
```
! RIJCOSX wB97M-V def2-TZVPD def2/J DEFGRID3
* xyz 1 1
N 1.407 0.899 -0.592
N -0.767 -1.722 -0.403
N 2.038 -0.065 -0.149
N 1.229 -0.960 0.480
N -0.052 -0.722 0.543
C 0.102 1.040 -0.473
C -0.407 2.021 0.549
H -1.844 -1.847 -0.201
H 1.635 -1.783 0.928
H -1.426 1.756 0.792
H -0.573 0.863 -1.434
H 0.140 1.809 1.566
H -0.849 -1.512 -1.500
H -0.504 -2.715 -0.356
H -0.128 2.938 0.250
*
```

Computed properties:
LUMO level = -3.96 eV
gap between HOMO and LUMO = 9.87 eV


<ii>
The following is a DFT calculation (ωB97M-V/def2-TZVPD) of a gas-phase ion, C2H8N5 (charge +1).

The geometry in ORCA input format:
```
! RIJCOSX wB97M-V def2-TZVPD def2/J DEFGRID3
* xyz 1 1
N -0.524 -1.719 -0.460
N 0.299 0.349 0.320
N -1.070 -1.896 0.832
N 0.630 -0.348 -1.954
N 1.151 2.417 0.992
C 0.335 1.650 0.288
C 0.018 -0.556 -0.738
H 0.651 -0.876 -2.832
H -0.328 2.206 -0.323
H -1.531 -2.756 0.920
H 0.964 3.397 0.801
H -1.521 -1.188 1.252
H 0.918 0.560 -2.091
H 1.835 2.193 1.813
H -0.746 -2.415 -1.184
*
```

Computed properties:
SMILES = NN/C(N)=N/C=[NH2+]
LUMO level = -3.16 eV
gap between HOMO and LUMO = 9.82 eV


Stability verdict: <ii>, ahead by 4.961 eV


<i>
The following is a DFT calculation (ωB97M-V/def2-TZVPD) of C16H19N3O3 in the gas phase.

The geometry in ORCA input format:
```
! RIJCOSX wB97M-V def2-TZVPD def2/J DEFGRID3
* xyz 0 1
O 2.008 -2.623 -0.776
O 2.874 2.711 -0.201
O 0.876 1.769 0.373
N 0.138 -0.448 1.279
N 2.637 -0.615 -0.135
N -4.193 -1.417 0.542
C -0.658 -1.615 -0.627
C -4.415 2.183 -0.160
C 0.338 -1.552 0.494
C 2.270 1.776 0.265
C -4.013 -0.105 0.060
C 3.800 -0.696 -0.927
C -2.096 -1.392 -0.263
C -2.757 -0.070 -0.492
C -4.929 0.938 0.167
C -3.138 2.372 -0.677
C -2.375 1.194 -0.924
C 4.389 0.635 0.931
C 1.750 -1.607 -0.094
C -3.097 -2.191 0.289
C 2.897 0.491 0.796
C 4.832 0.355 -0.530
H 3.675 -0.570 -1.986
H -0.813 -0.305 1.486
H 2.357 0.255 1.702
H 0.607 0.834 0.737
H -1.335 1.413 -0.927
H 0.283 -2.492 1.132
H 5.855 -0.113 -0.613
H -0.295 -0.746 -1.240
H 4.662 1.553 1.438
H 4.250 -1.649 -0.883
H -5.937 0.804 0.594
H -5.085 -1.853 0.747
H -2.775 3.328 -0.981
H -3.011 -3.270 0.601
H 4.826 -0.124 1.548
H 4.807 1.189 -1.239
H 0.575 -0.494 2.161
H -0.536 -2.587 -1.158
H -5.025 3.034 0.067
*
```

Computed properties:
SMILES = N[C@@H](Cc1c[nH]c2ccccc12)C(=O)N1CCC[C@H]1C(=O)O
LUMO level = 0.42 eV
gap between HOMO and LUMO = 8.56 eV


<ii>
The following is a DFT calculation (ωB97M-V/def2-TZVPD) of C16H19N3O3 in the gas phase.

The geometry in ORCA input format:
```
! RIJCOSX wB97M-V def2-TZVPD def2/J DEFGRID3
* xyz 0 1
O -2.633 1.223 -0.458
O 0.658 3.512 1.266
O -0.584 2.980 -0.521
N -1.081 0.443 0.955
N 1.742 -3.002 -0.539
N -3.672 -1.016 -1.161
C 2.444 1.015 -1.121
C -0.261 -0.648 1.530
C -1.433 -1.549 -1.689
C -0.143 -0.267 3.000
C -0.783 1.705 1.575
C 0.095 1.233 2.795
C 0.392 -3.108 -0.840
C 1.101 -0.964 -1.247
C -1.979 0.281 -0.010
C -2.335 -1.061 -0.626
C 3.379 -1.188 -0.442
C 2.170 -1.757 -0.766
C -0.042 -1.886 -1.268
C 3.532 0.209 -0.691
C 1.233 0.380 -1.423
C -0.091 2.798 0.684
H -1.768 -2.546 -2.180
H 2.611 2.109 -1.198
H -1.423 -0.699 -2.439
H 0.340 0.936 -1.786
H 0.683 -0.789 3.476
H -3.746 -0.018 -1.368
H 0.741 -0.636 1.061
H -2.395 -1.796 0.194
H -0.188 -3.995 -0.765
H 4.486 0.723 -0.364
H -1.410 2.423 -0.548
H 1.135 1.299 2.438
H -1.691 2.151 1.950
H -0.656 -1.623 1.296
H -0.036 1.862 3.696
H 4.290 -1.661 -0.008
H -4.337 -1.325 -0.422
H 2.344 -3.777 -0.386
H -1.113 -0.489 3.521
*
```

Computed properties:
SMILES = N[C@@H](Cc1c[nH]c2ccccc12)C(=O)N1CCC[C@H]1C(=O)O
LUMO level = 0.47 eV
gap between HOMO and LUMO = 8.64 eV


Stability verdict: <ii>, ahead by 1.036 eV